w) Molecular formula: C2H4FNO
Method: DFT, the ωB97M-V functional and the def2-TZVPD basis

HOMO level (alpha / beta) = -9.87 / -9.86 eV
SMILES = [O-][N+]#CF.C
frontier orbital gap (alpha / beta) = 9.641 / 9.640 eV

Positions of all 9 atoms, in Å:
1 O -2.50949 -1.31497 0.05918
2 N -2.04755 -0.22573 0.14796
3 C -1.19507 0.55557 0.08866
4 F -1.08783 1.82403 0.21017
5 C 1.30865 -0.09249 -0.05558
6 H 2.11230 -0.74119 -0.53908
7 H 0.92453 0.42277 -0.97595
8 H 0.63497 -0.92923 0.28876
9 H 1.85948 0.50124 0.77590



x) Molecular formula: C2H4FNO
Method: DFT, the ωB97M-V functional and the def2-TZVPD basis

HOMO level = -10.16 eV
SMILES = [O-][N+]#CF.C
frontier orbital gap = 9.415 eV

Positions of all 9 atoms, in Å:
1 O -2.83679 1.20322 -0.04027
2 N -2.44992 0.10223 -0.01821
3 C -1.74073 -0.81203 -0.34601
4 F -1.58483 -2.06305 0.00236
5 C 1.66059 0.35104 0.04877
6 H 0.78692 0.80472 0.40429
7 H 1.65721 -0.80751 0.29749
8 H 1.96363 0.61829 -1.04681
9 H 2.54393 0.60308 0.69838



y) Molecular formula: C2H4FNO
Method: DFT, the ωB97M-V functional and the def2-TZVPD basis

HOMO level = -10.00 eV
SMILES = CN(F)C=O
frontier orbital gap = 10.912 eV

Positions of all 9 atoms, in Å:
1 C -1.01942 0.57098 0.12148
2 N 0.02223 -0.38135 0.31841
3 F -0.45882 -1.71426 0.24774
4 C 1.37700 -0.29998 -0.09330
5 O 1.92517 0.71564 -0.32877
6 H -0.32526 1.39052 -0.14605
7 H -1.53213 0.31771 -0.83013
8 H -1.64568 0.65751 0.97784
9 H 1.65691 -1.25677 -0.26720



Which of them is most stable, and which least? Most stable: y); least stable: w).



w) Molecular formula: C5H9P
Method: DFT, the ωB97M-V functional and the def2-TZVPD basis

HOMO level (alpha / beta) = -7.30 / -8.05 eV
frontier orbital gap (alpha / beta) = 6.615 / 8.266 eV

Positions of all 15 atoms, in Å:
1 C -0.86566 0.31339 0.82501
2 C -2.07119 -0.09649 1.12076
3 C 0.45485 0.33082 0.25648
4 C 1.41973 0.82515 1.34020
5 C 0.13421 -0.84011 -2.19354
6 P 0.84260 -1.42979 -0.58718
7 H -2.58954 -1.00204 0.88092
8 H -2.74939 0.47193 1.73228
9 H 0.49811 1.04759 -0.47734
10 H 2.02013 -0.08378 1.70068
11 H 0.78511 1.18834 2.30250
12 H 2.04936 1.57792 0.92038
13 H 0.01121 -1.67166 -2.94555
14 H 0.82517 -0.25168 -2.81658
15 H -0.76470 -0.37960 -2.05903



x) Molecular formula: C5H9P
Method: DFT, the ωB97M-V functional and the def2-TZVPD basis

HOMO level = -8.95 eV
SMILES = C=CC/P=C\C
frontier orbital gap = 9.290 eV

Positions of all 15 atoms, in Å:
1 C 2.66290 0.58414 -0.17981
2 C 1.34888 0.49396 0.15178
3 C 0.11004 1.35031 -0.12985
4 P -2.03232 1.12258 -0.26744
5 C -2.38230 -0.56168 -0.08043
6 C -1.33931 -1.55865 0.15128
7 H 3.21066 1.42726 -0.87378
8 H 3.41044 0.23498 0.47512
9 H 1.24854 -0.34635 0.95926
10 H 0.20426 2.19802 0.60432
11 H 0.25936 1.80441 -1.19994
12 H -3.40402 -0.86733 -0.09804
13 H -0.39075 -1.20484 0.16895
14 H -1.62019 -2.29932 1.00133
15 H -1.28620 -2.37748 -0.68275



y) Molecular formula: C5H9P
Method: DFT, the ωB97M-V functional and the def2-TZVPD basis

HOMO level (alpha / beta) = -8.52 / -7.75 eV
frontier orbital gap (alpha / beta) = 8.344 / 7.859 eV

Positions of all 15 atoms, in Å:
1 C -1.77408 0.35479 0.02143
2 C -1.18108 1.59443 -0.01702
3 C -1.29999 -0.87926 0.62693
4 C 0.14228 -1.21606 0.30733
5 C 2.26316 0.57106 -0.63239
6 P 1.28326 0.14634 0.95224
7 H -2.80783 0.42100 -0.05656
8 H -1.41872 2.57781 -0.45645
9 H -1.49266 -0.81975 1.68838
10 H -1.88481 -1.63962 0.34765
11 H 0.38261 -2.15925 0.78296
12 H 0.34349 -1.30550 -0.78740
13 H 3.06065 1.33341 -0.47590
14 H 1.66305 1.26225 -1.22053
15 H 2.72068 -0.24165 -1.08069



Which of them is most stable, and which least? Most stable: x); least stable: w).



w) Molecular formula: C3H5IO
Method: DFT, the ωB97M-V functional and the def2-TZVPD basis

HOMO level = -9.17 eV
SMILES = OC/C=C\I
frontier orbital gap = 9.707 eV

Positions of all 10 atoms, in Å:
1 O -1.10909 0.41520 -1.68260
2 C 0.04696 0.29413 -0.77295
3 C -0.32299 -0.32863 0.56834
4 C 0.30184 -1.42066 1.09307
5 I 2.09804 -2.31288 0.55897
6 H -1.39689 -0.32793 -2.19065
7 H 0.13510 1.46068 -0.49184
8 H 1.01303 -0.18906 -1.08024
9 H -1.15651 0.09578 1.15674
10 H 0.06060 -1.79177 2.05588



x) Molecular formula: C3H5IO
Method: DFT, the ωB97M-V functional and the def2-TZVPD basis

HOMO level = -9.54 eV
SMILES = C=CC=O.I
frontier orbital gap = 9.449 eV

Positions of all 10 atoms, in Å:
1 C 0.59893 -0.87062 -0.07765
2 C -0.38916 0.00310 0.16413
3 C -0.60565 1.40742 -0.27871
4 O 0.17575 2.32845 -0.38107
5 H 0.66478 -1.80626 0.53753
6 H 1.18687 -0.98298 -0.92886
7 H -1.04314 -0.18134 1.03702
8 H -1.68749 1.63527 -0.41431
9 I 2.48694 3.94953 1.54064
10 H 1.33251 3.16574 1.02193



y) Molecular formula: C3H5IO
Method: DFT, the ωB97M-V functional and the def2-TZVPD basis

HOMO level (alpha / beta) = -8.81 / -8.81 eV
frontier orbital gap (alpha / beta) = 6.948 / 6.949 eV

Positions of all 10 atoms, in Å:
1 C 0.53897 -1.30874 -0.82190
2 C 0.51113 -0.57538 0.26242
3 C -0.68257 -0.02299 0.82567
4 O 0.29115 2.05574 -0.08497
5 I -2.54324 -0.31949 -0.08024
6 H 1.47098 -1.59332 -1.22388
7 H -0.36063 -1.70555 -1.40040
8 H 1.28322 0.13447 0.47312
9 H -0.56953 0.56714 1.68322
10 H 0.06051 2.76814 0.36697



Which of them is most stable, and which least? Most stable: w); least stable: y).



w) Molecular formula: C3H10OS
Method: DFT, the ωB97M-V functional and the def2-TZVPD basis

HOMO level = -8.38 eV
SMILES = CSC.CO
frontier orbital gap = 9.169 eV

Positions of all 15 atoms, in Å:
1 C 2.54166 0.83507 -0.58620
2 S 0.99255 1.69159 -0.21894
3 C -0.26327 1.62323 -1.54539
4 H 3.29376 1.57498 -0.38436
5 H 2.72442 0.52346 -1.58968
6 H 2.75958 -0.01767 0.15453
7 H -0.84133 0.73792 -1.25658
8 H 0.11260 1.52492 -2.55067
9 H -0.83553 2.53975 -1.43152
10 C -2.07418 -1.85438 1.35590
11 O -1.30380 -1.56284 2.51393
12 H -1.78161 -1.08910 0.62009
13 H -3.16816 -1.92278 1.59007
14 H -1.75026 -2.82450 0.89212
15 H -0.40641 -1.77965 2.43670



x) Molecular formula: C3H10OS
Method: DFT, the ωB97M-V functional and the def2-TZVPD basis

HOMO level = -8.33 eV
SMILES = CSC.CO
frontier orbital gap = 9.248 eV

Positions of all 15 atoms, in Å:
1 C -0.60191 1.42177 -0.80247
2 S 0.89306 0.40306 -0.69269
3 C 2.26386 1.33646 -0.45919
4 H -0.28761 2.48702 -0.68406
5 H -1.26236 1.07807 0.00672
6 H -0.97645 1.30137 -1.86113
7 H 2.78086 1.63092 -1.46449
8 H 3.10471 0.68388 0.03340
9 H 2.20207 2.30243 0.12569
10 C -1.43962 -2.09190 1.82296
11 O -1.97849 -1.42748 0.66482
12 H -1.15991 -1.40589 2.63342
13 H -0.63975 -2.87645 1.50059
14 H -2.31773 -2.70956 2.16198
15 H -1.23888 -1.51887 -0.05553



y) Molecular formula: C3H10OS
Method: DFT, the ωB97M-V functional and the def2-TZVPD basis

HOMO level = -7.02 eV
frontier orbital gap = 5.571 eV

Positions of all 15 atoms, in Å:
1 C -1.12497 -0.14484 -0.58733
2 C 0.54235 -0.84923 -1.10195
3 C 0.03829 0.40467 -1.48163
4 S 0.03998 1.83106 1.35028
5 H -1.79116 0.72046 -0.44730
6 H -0.91008 -0.44852 0.44370
7 H -1.75682 -0.82462 -1.16521
8 H 0.40169 -1.73581 -1.70777
9 H 1.17977 -0.92242 -0.21887
10 H -0.27174 0.56488 -2.51109
11 H 0.50171 1.30318 -1.07571
12 H 0.51574 2.55217 2.38267
13 H 0.57793 -0.10519 1.76530
14 H 1.25110 -1.26877 2.59101
15 O 0.80621 -1.07703 1.76389



Which of them is most stable, and which least? Most stable: w); least stable: y).



w) Molecular formula: C10H7N3
Method: DFT, the ωB97M-V functional and the def2-TZVPD basis

HOMO level = -9.68 eV
frontier orbital gap = 9.443 eV

Positions of all 20 atoms, in Å:
1 C 1.52662 1.46819 0.80622
2 C 2.09584 -0.96894 -0.12507
3 C -1.68477 -0.26138 1.37420
4 C -1.24994 -1.65200 1.13422
5 C -0.99210 0.84111 0.98943
6 C -0.15839 -1.91459 0.39120
7 C -0.00786 0.23951 -2.04532
8 C -0.01640 1.43337 -1.21509
9 C 0.35508 0.93365 0.18457
10 C 0.70595 -0.91942 -0.25402
11 N 2.24968 1.99928 1.50412
12 N 3.22982 -0.97099 -0.01873
13 N 0.44479 -0.85047 -1.67367
14 H -2.65119 -0.00343 1.76311
15 H -1.88149 -2.43916 1.62874
16 H -1.33159 1.82141 1.32480
17 H 0.11386 -2.93181 0.24158
18 H -0.47888 0.19271 -2.98559
19 H 0.75207 2.05896 -1.70761
20 H -1.02109 1.92400 -1.31709



x) Molecular formula: C10H7N3
Method: DFT, the ωB97M-V functional and the def2-TZVPD basis

HOMO level = -9.34 eV
SMILES = N#CC(C#N)/C=N/c1ccccc1
frontier orbital gap = 8.832 eV

Positions of all 20 atoms, in Å:
1 N 3.39458 2.16365 -0.12379
2 C 3.17202 1.11770 -0.53439
3 C 2.48536 -0.21287 -0.59344
4 C 2.93066 -1.14451 0.49169
5 N 3.41465 -1.83356 1.28666
6 C 1.05755 0.04782 -0.25513
7 N 0.03293 -0.69249 -0.58904
8 C -1.28001 -0.27168 -0.29659
9 C -2.35893 -1.12800 -0.62866
10 C -3.65792 -0.77965 -0.19520
11 C -3.94270 0.38772 0.44150
12 C -2.85254 1.24675 0.66839
13 C -1.53846 0.96003 0.30452
14 H 2.62591 -0.75076 -1.55660
15 H 0.86967 0.82970 0.47654
16 H -2.27385 -2.04132 -1.19106
17 H -4.42355 -1.51386 -0.40988
18 H -5.00807 0.71246 0.69513
19 H -3.00616 2.22068 1.17197
20 H -0.76918 1.73990 0.38103



Which of them is most stable, and which least? Most stable: x); least stable: w).



w) Molecular formula: C8H13NO
Method: DFT, the ωB97M-V functional and the def2-TZVPD basis

HOMO level = -8.38 eV
SMILES = C=C=C(C)[C@](C)(N)C(C)=O
frontier orbital gap = 8.484 eV

Positions of all 23 atoms, in Å:
1 C -0.11530 -0.81160 2.70824
2 C -0.21832 -0.47780 1.44647
3 C -0.85960 -0.07351 0.33124
4 C -2.16622 -0.63945 -0.12852
5 C 0.04569 0.65044 -0.62148
6 C -0.00020 2.16489 -0.50171
7 N -0.01119 0.24780 -2.00222
8 C 1.37913 0.10292 0.22159
9 C 1.97055 -1.14733 -0.38869
10 O 2.05505 0.91278 0.83996
11 H 0.59124 -1.56302 3.03667
12 H -0.64808 -0.28981 3.49347
13 H -2.72974 0.11124 -0.68479
14 H -2.02036 -1.50239 -0.78376
15 H -2.74398 -0.97668 0.73160
16 H 0.08264 2.46831 0.53808
17 H -0.94188 2.54552 -0.90227
18 H 0.84712 2.58594 -1.04060
19 H -0.70225 0.76665 -2.53057
20 H -0.16967 -0.74267 -2.12964
21 H 1.21294 -1.92117 -0.50293
22 H 2.36483 -0.89783 -1.37349
23 H 2.77762 -1.51324 0.24332



x) Molecular formula: C8H13NO
Method: DFT, the ωB97M-V functional and the def2-TZVPD basis

HOMO level = -7.95 eV
SMILES = [H]/N=C(\C(=C)C)C(O)=C(C)C
frontier orbital gap = 8.483 eV

Positions of all 23 atoms, in Å:
1 H -2.65152 -1.49362 1.57529
2 N -2.06584 -0.61253 1.78312
3 C -1.15426 -0.48697 0.92230
4 C -0.91467 -1.30957 -0.21898
5 C -1.21487 -0.94560 -1.48393
6 C -0.54850 -2.76373 0.12263
7 C -0.30891 0.79166 1.00037
8 O -0.51523 1.44497 2.18296
9 C 0.73751 1.41681 0.33032
10 C 1.22003 0.97567 -1.07365
11 C 1.61579 2.34285 1.01120
12 H -1.11201 -1.64662 -2.30059
13 H -1.44386 -0.07908 -1.95874
14 H -0.61238 -3.45444 -0.66835
15 H -1.17933 -3.10501 0.95555
16 H 0.54315 -2.89010 0.36032
17 H -1.15735 0.97230 2.71567
18 H 2.25354 1.25998 -1.16703
19 H 0.69898 1.51135 -1.83415
20 H 1.09980 -0.10934 -1.16984
21 H 2.51960 2.53634 0.38121
22 H 1.89430 1.92698 2.01699
23 H 1.23463 3.33224 1.22321



Which of them is most stable, and which least? Most stable: x); least stable: w).